(1)
This record from the Open Molecules 2025 dataset describes an isolated molecule of C3H2ClN3O at a distorted geometry. The level of theory is the ωB97M-V functional and the def2-TZVPD basis.

Properties
* HOMO-LUMO gap (alpha / beta): 7.1 / 7.1 eV
* ΔE to the lowest compared entry with this formula, charge and spin: 549.6 kJ/mol
* electronic energy: -814.99155 hartree

XYZ file:
```
10
Properties=species:S:1:pos:R:3:forces:R:3
C 1.0155 -0.9142 -0.1523 1.15 -2.03 1.06
C 1.2770 0.4651 0.0976 -1.03 -0.16 -0.16
C -1.3249 -1.1136 -0.5371 -0.02 -0.04 -0.89
N -0.2212 -1.3557 -0.0852 2.30 0.89 -0.99
N 0.3918 1.3950 0.1637 1.08 0.60 -1.36
N -0.8050 1.5027 0.4144 -3.10 -0.12 1.20
O -1.6765 2.0842 -0.2176 1.33 -0.43 -0.03
Cl -2.7209 -1.2501 0.2656 -2.04 -0.16 1.04
H 1.8493 -1.7178 -0.1820 -1.46 1.75 0.00
H 2.2151 0.9044 0.2330 1.79 -0.29 0.13
```
Positions in Å, forces in eV/Å.

***

(2)
This record from the Open Molecules 2025 dataset describes an isolated molecule of C3H2ClNO at a distorted geometry. The level of theory is the ωB97M-V functional and the def2-TZVPD basis.

Properties
* HOMO-LUMO gap: 10.2 eV
* ΔE to the lowest compared entry with this formula, charge and spin: 17.3 kJ/mol
* SMILES: Clc1cnco1
* electronic energy: -705.67752 hartree

XYZ file:
```
8
Properties=species:S:1:pos:R:3:forces:R:3
C 0.5977 0.6359 -0.3123 1.42 -1.12 1.31
C 0.7966 -0.5550 0.3401 -1.11 0.26 -1.42
C -1.2632 -0.2781 0.0293 -1.96 1.90 -1.01
H 1.6984 -1.0995 0.5616 -0.01 0.23 0.12
H -2.3176 -0.2892 0.1122 -0.85 0.10 -0.38
N -0.4950 -1.1427 0.4635 2.99 -1.10 1.29
O -0.6990 0.8628 -0.5025 -0.73 -0.57 0.39
Cl 1.6821 1.8659 -0.6918 0.24 0.30 -0.29
```
Positions in Å, forces in eV/Å.

***

Question: Among the records above, which one has the highest electronic energy?
Answer: C3H2ClNO

***

What did the second record say?
This record from the Open Molecules 2025 dataset describes an isolated molecule of C3H2ClNO at a distorted geometry. The level of theory is the ωB97M-V functional and the def2-TZVPD basis.

Properties
* HOMO-LUMO gap: 10.2 eV
* ΔE to the lowest compared entry with this formula, charge and spin: 17.3 kJ/mol
* SMILES: Clc1cnco1
* electronic energy: -705.67752 hartree

XYZ file:
```
8
Properties=species:S:1:pos:R:3:forces:R:3
C 0.5977 0.6359 -0.3123 1.42 -1.12 1.31
C 0.7966 -0.5550 0.3401 -1.11 0.26 -1.42
C -1.2632 -0.2781 0.0293 -1.96 1.90 -1.01
H 1.6984 -1.0995 0.5616 -0.01 0.23 0.12
H -2.3176 -0.2892 0.1122 -0.85 0.10 -0.38
N -0.4950 -1.1427 0.4635 2.99 -1.10 1.29
O -0.6990 0.8628 -0.5025 -0.73 -0.57 0.39
Cl 1.6821 1.8659 -0.6918 0.24 0.30 -0.29
```
Positions in Å, forces in eV/Å.

***

Question: The highest ΔE to the lowest compared entry with this formula, charge and spin belongs to which entry?
Answer: C3H2ClN3O

***

Question: Among the records above, which one has the highest electronic energy?
Answer: C3H2ClNO